No. 1
Molecular formula: CH6O4P
Method: DFT, ωB97M-V with the def2-TZVPD basis set

XYZ file:
```
12
Properties=species:S:1:pos:R:3
C 1.57 -0.71 -0.40
O -2.00 0.90 -1.29
O -1.10 -0.55 1.58
O -0.83 1.95 1.57
O 0.81 0.47 0.19
P -0.68 0.61 0.68
H 2.27 -1.26 0.27
H 2.29 -0.34 -1.17
H 0.87 -1.50 -0.80
H -2.21 1.84 -1.33
H -1.98 -0.63 1.93
H -0.39 2.79 1.14
```

* HOMO energy (alpha / beta): -15.92 / -15.92 eV
* HOMO-LUMO gap (alpha / beta): 9.285 / 9.286 eV
* E_tot: -683.69428 Eh
* charge: +1

=====

No. 2
Molecular formula: C9H13ClOSi
Method: DFT, ωB97M-V with the def2-TZVPD basis set

XYZ file:
```
25
Properties=species:S:1:pos:R:3
C -1.99 -2.14 1.13
C -2.07 -2.34 -0.21
C -1.76 -0.87 1.62
C -1.80 -1.34 -1.05
C -1.22 0.07 0.77
C -1.33 -0.04 -0.59
C 2.23 -1.21 0.08
C -1.14 1.00 -1.54
C 1.80 2.88 0.71
O 2.15 0.07 0.34
Si 1.83 1.42 -0.51
Cl 2.12 4.29 -0.27
H -2.31 -2.99 1.68
H -2.32 -3.24 -0.61
H -1.49 -0.59 2.66
H -1.80 -1.51 -2.14
H -0.85 1.10 1.08
H 3.19 -1.68 0.43
H 2.11 -1.34 -1.12
H 1.42 -1.64 0.70
H -1.24 0.58 -2.50
H -1.07 2.07 -1.41
H 2.26 2.95 1.64
H 0.70 3.07 0.90
H 2.57 1.44 -1.80
```

* HOMO energy (alpha / beta): -7.23 / -6.79 eV
* HOMO-LUMO gap (alpha / beta): 7.229 / 6.380 eV
* E_tot: -1175.51597 Eh
* charge: 0

=====

No. 3
Molecular formula: CH2NO2PS
Method: DFT, ωB97M-V with the def2-TZVPD basis set

XYZ file:
```
8
Properties=species:S:1:pos:R:3
C -1.30 -0.17 0.34
N -1.66 0.83 0.92
O -1.32 -1.15 -0.28
O 0.93 0.19 0.95
P 2.05 0.55 0.06
S 1.69 -0.68 -1.69
H -1.09 1.74 1.00
H 0.70 -1.32 -1.31
```

* HOMO energy: -10.33 eV
* HOMO-LUMO gap: 9.048 eV
* SMILES: N=C=O.O=PS
* E_tot: -984.08744 Eh
* charge: 0

=====

No. 4
Molecular formula: C6H10O
Method: DFT, ωB97M-V with the def2-TZVPD basis set

XYZ file:
```
17
Properties=species:S:1:pos:R:3
C -0.78 -1.27 1.82
O 0.24 -0.45 1.28
C -0.29 0.67 0.64
C 0.48 1.27 -0.48
C 1.52 0.41 -1.17
C -0.37 -0.59 -1.62
C -0.83 0.56 -0.76
H -0.30 -2.13 2.27
H -1.48 -1.60 1.03
H -1.36 -0.73 2.59
H -0.79 1.37 1.30
H 0.59 2.36 -0.51
H 2.13 0.96 -1.89
H 2.14 -0.19 -0.51
H 0.96 -0.27 -1.98
H -0.13 -1.45 -0.96
H -1.74 1.08 -1.05
```

* HOMO energy: -8.22 eV
* HOMO-LUMO gap: 8.691 eV
* E_tot: -309.64497 Eh
* charge: 0